The following is a quantum chemistry calculation of C27H38AlF7NO5 as an isolated structure at a distorted geometry, from OMol25.

Its gap between HOMO and LUMO is 7.4346 eV. For the highest occupied orbital energy, the calculation gives -5.04 eV. For the total energy, the calculation gives -2423.8855 hartree. The energy above the lowest of the compared OMol25 structures with the same formula, charge and spin comes out at 0.00 kJ/mol.

ORCA input file:
```
! wB97M-V def2-TZVPD RIJCOSX def2/J DEFGRID3
* xyz -1 1
C -2.504 6.721 2.421
C -2.958 5.371 1.652
O -2.402 4.298 2.015
O -3.963 5.411 0.653
C -3.449 5.037 -0.657
C -3.250 3.459 -0.878
C -4.355 2.541 -0.160
C -5.279 1.703 -1.197
C -4.446 0.762 -2.194
C -3.328 -0.153 -1.445
C -3.965 -1.211 -0.420
C -2.924 -1.810 0.646
C -1.433 -2.010 0.045
O -0.741 -0.736 0.260
Al 1.086 -1.067 0.009
C 1.967 0.231 1.316
C 3.543 0.480 0.987
C 4.396 -0.807 1.454
O 3.747 0.803 -0.432
C 4.866 1.740 -0.548
C 5.629 1.478 -1.930
C 4.958 1.494 -3.320
C 5.736 1.189 -4.620
C 7.241 0.855 -4.523
C 7.936 0.880 -3.147
C 7.159 1.186 -1.853
O 0.898 -2.869 0.454
C -0.494 -3.146 0.775
C -0.660 -3.028 2.363
C 0.687 -3.386 3.189
N 1.696 -2.550 3.325
C -0.787 -4.535 0.011
F 0.197 -4.625 -1.039
F -2.042 -4.481 -0.700
C -0.605 -5.866 0.871
F -0.666 -6.961 -0.066
F 0.698 -5.970 1.452
C -1.725 -6.163 1.973
F -1.240 -6.041 3.304
F -2.087 -7.544 1.844
F -2.918 -5.442 1.841
H -1.547 6.498 3.010
H -3.312 7.026 3.165
H -2.320 7.541 1.645
H -2.411 5.518 -0.805
H -4.122 5.527 -1.454
H -3.210 3.278 -2.003
H -2.230 3.180 -0.427
H -3.802 1.747 0.466
H -5.081 3.123 0.512
H -5.943 1.032 -0.531
H -5.967 2.381 -1.819
H -5.153 0.119 -2.843
H -3.852 1.446 -2.896
H -2.754 -0.672 -2.295
H -2.597 0.561 -0.909
H -4.765 -0.639 0.186
H -4.521 -2.004 -1.024
H -2.933 -1.237 1.629
H -3.287 -2.882 0.896
H -1.383 -2.075 -1.109
H 1.339 -0.683 -1.516
H 1.464 1.272 1.237
H 1.913 -0.072 2.415
H 3.874 1.402 1.606
H 3.992 -1.789 1.027
H 4.416 -0.844 2.605
H 5.488 -0.662 1.100
H 5.603 1.440 0.288
H 4.466 2.802 -0.440
H 3.852 1.735 -3.404
H 5.204 1.174 -5.621
H 7.832 0.593 -5.457
H 9.055 0.637 -3.101
H 7.683 1.197 -0.832
H -1.576 -3.563 2.796
H -0.835 -1.906 2.583
H 0.783 -4.405 3.692
H 2.423 -3.030 3.897
*
```